DFT (ωB97M-V/def2-TZVPD) results for a structure of composition C45H43N2O5PbS5.

```
101
Properties=species:S:1:pos:R:3
Pb -0.131 -1.640 -0.650
O 1.834 -0.554 -0.132
C 2.918 -0.966 0.593
C 2.631 -2.335 1.317
C 1.576 -2.105 2.343
C 1.912 -1.942 3.685
C 0.915 -1.654 4.595
C -0.387 -1.513 4.142
C -0.653 -1.665 2.786
C -2.030 -1.532 2.233
C -2.384 -0.226 1.365
O -2.049 -0.369 0.048
C -1.906 1.070 2.012
C -1.624 2.308 1.165
C -1.350 3.520 2.014
C -1.316 3.519 3.364
C -1.664 2.355 4.080
C -1.991 1.195 3.377
C -3.955 -0.225 1.430
C -4.729 0.841 1.874
C -6.118 0.783 1.805
C -6.753 -0.335 1.292
C -5.986 -1.403 0.845
C -4.604 -1.345 0.913
N 0.314 -1.989 1.927
C 3.274 0.034 1.713
C 2.370 1.028 2.057
C 2.625 1.870 3.132
C 3.788 1.719 3.874
C 4.711 0.747 3.512
C 4.461 -0.086 2.432
C 4.123 -1.085 -0.351
C 4.831 -2.254 -0.599
C 5.881 -2.266 -1.511
C 6.224 -1.114 -2.198
C 5.514 0.059 -1.967
C 4.473 0.067 -1.054
H 3.540 -2.703 1.792
H 2.290 -3.021 0.539
H 2.943 -2.040 3.995
H 1.148 -1.533 5.646
H -1.182 -1.310 4.844
H -2.757 -1.612 3.040
H -2.198 -2.357 1.539
H -2.563 2.471 0.600
H -1.086 4.416 1.472
H -1.033 4.415 3.903
H -1.687 2.365 5.162
H -2.337 0.342 3.946
H -4.266 1.733 2.274
H -6.704 1.629 2.146
H -7.834 -0.367 1.230
H -6.461 -2.276 0.414
H -4.021 -2.164 0.513
H 1.471 1.129 1.464
H 1.908 2.639 3.390
H 3.974 2.351 4.734
H 5.629 0.634 4.078
H 5.195 -0.832 2.145
H 4.572 -3.174 -0.093
H 6.426 -3.184 -1.691
H 7.038 -1.128 -2.914
H 5.767 0.964 -2.506
H 3.905 0.972 -0.878
C -4.297 0.278 -2.591
S -4.569 -1.521 -2.634
C -3.232 -2.022 -3.642
C -2.269 -2.918 -3.276
S -2.015 -3.597 -1.723
S -1.261 -3.476 -4.619
C -1.920 -2.477 -5.865
S -1.408 -2.500 -7.419
S -3.224 -1.483 -5.305
H -5.212 0.720 -2.201
H -4.104 0.638 -3.600
H -3.459 0.472 -1.926
C -1.154 4.373 -0.884
C -0.816 2.888 -1.062
C 0.507 2.790 -1.821
C -1.933 2.216 -1.859
O -0.576 2.227 0.204
H -1.161 4.841 -1.869
H -0.401 4.875 -0.276
H -2.142 4.517 -0.438
H 0.331 2.917 -2.890
H 0.956 1.815 -1.657
H 1.204 3.555 -1.470
H -1.892 2.532 -2.900
H -2.918 2.461 -1.453
H -1.798 1.140 -1.827
O 0.225 0.348 -4.352
C 0.988 -0.527 -3.991
C 2.219 -0.981 -4.787
C 2.820 -2.095 -3.934
C 1.851 -2.198 -2.765
O 1.915 -3.036 -1.863
N 0.871 -1.276 -2.857
H 2.881 -0.127 -4.933
H 1.883 -1.321 -5.768
H 3.818 -1.865 -3.554
H 2.866 -3.059 -4.442
```

## Properties
- total charge = -1
- 2S+1 = 1
- total energy (eV) = -120006.36083